# 1
DFT (ωB97M-V/def2-TZVPD) results for one molecule with the formula C4H9BO in a non-equilibrium geometry.

Last column: Mulliken charge in e.
Element x y z (Å)
H  -1.172  -0.474  -2.045  0.26
B  -0.187  0.124  -0.015  0.19
H  1.717  0.955  1.395  0.34
H  1.819  0.882  -0.423  0.37
H  1.957  -0.504  0.408  0.32
H  -1.508  -0.334  1.701  0.32
C  -0.814  1.448  0.279  0.67
H  -0.321  -1.608  1.670  0.30
C  -0.895  -0.950  1.010  -1.01
H  0.611  -1.033  -1.812  0.34
O  -1.196  2.356  0.842  -0.31
H  0.348  0.535  -2.224  0.31
C  -0.134  -0.288  -1.622  -1.10
H  -1.609  -1.564  0.376  0.23
C  1.385  0.455  0.461  -1.21

Calculated values
relative energy (zero: lowest compared OMol25 entry of this formula, charge and spin)	36.89	kcal/mol
largest force on an atom	0.0656	Eh/bohr
gap between HOMO and LUMO	10.424	eV

***

# 2
DFT (ωB97M-V/def2-TZVPD) results for one molecule with the formula C4H9BO2 in a non-equilibrium geometry.

Last column: Mulliken spin population.
Element x y z (Å)
C  2.854  0.018  -0.335  0.05
H  -1.492  1.886  -1.028  0.01
O  0.520  0.041  -0.629  0.08
H  2.994  -0.830  -0.931  0.04
C  -1.162  -1.052  1.000  0.01
O  1.211  0.256  1.412  0.97
H  -2.220  -1.165  0.698  0.01
H  -2.674  1.015  -0.016  0.00
H  -2.193  0.628  -1.879  0.01
B  -0.745  0.030  -0.135  0.13
H  3.750  -0.069  0.347  0.01
C  -1.872  0.909  -0.874  -0.01
H  3.113  0.836  -1.044  0.04
H  -1.296  -0.647  1.995  0.01
H  -0.734  -2.040  1.053  0.00
C  1.487  0.079  0.262  0.64

Calculated values
relative energy (zero: lowest compared OMol25 entry of this formula, charge and spin)	64.57	kcal/mol
2S+1	3
largest force on an atom	0.1889	Eh/bohr
gap between HOMO and LUMO (spin up / spin down)	5.962 / 7.399	eV

***

# 3
DFT (ωB97M-V/def2-TZVPD) results for C4H9BiMgO4 as an isolated structure in a non-equilibrium geometry.

Last column: Mulliken spin population.
Element x y z (Å)
H  -2.729  -0.653  -0.414  0.00
H  -3.498  1.986  0.532  0.00
C  1.007  -1.800  0.047  0.01
O  -1.779  0.839  0.599  0.00
O  1.682  -0.819  0.707  0.00
H  -0.810  -0.872  -2.109  0.00
H  -2.409  0.869  -1.369  0.00
H  1.091  -2.721  0.647  0.00
H  -2.564  2.020  2.058  0.00
O  1.333  1.487  -0.038  0.02
Mg  2.919  0.769  0.897  0.84
Bi  0.175  0.518  1.159  0.12
O  -0.367  -1.426  -0.130  0.00
H  0.415  0.592  -1.458  0.00
C  -2.007  0.148  -0.643  0.00
C  -0.692  -0.424  -1.114  0.01
C  -2.917  1.380  1.242  0.00
H  -3.513  0.554  1.655  0.00
H  1.378  -1.935  -0.988  0.00

Calculated values
relative energy (zero: lowest compared OMol25 entry of this formula, charge and spin)	139.80	kcal/mol
2S+1	2
largest force on an atom	0.1116	Eh/bohr
charge	+1
gap between HOMO and LUMO (spin up / spin down)	5.525 / 9.322	eV

***

# 4
DFT (ωB97M-V/def2-TZVPD) results for one molecule with the formula C4H9Br2F3OSi2.

Last column: Mulliken charge in e.
Element x y z (Å)
H  -4.138  1.627  -0.782  -0.14
H  0.438  -2.445  -0.150  0.44
C  1.610  0.715  -0.414  0.42
H  -2.042  -1.266  1.781  -0.14
Si  -2.881  1.367  -0.054  0.43
H  -2.274  -2.630  -0.185  -0.15
Si  -1.688  -1.383  0.347  0.35
H  0.627  -1.279  1.126  0.31
H  1.353  -0.990  -1.649  0.45
H  -1.875  2.388  -0.408  -0.12
O  -2.349  -0.131  -0.492  -0.14
C  0.181  -1.421  0.140  -0.77
Br  4.044  1.677  0.955  -0.08
F  0.819  1.615  0.236  -0.25
C  0.760  -0.450  -0.912  -1.05
H  -0.047  0.047  -1.461  0.51
C  2.728  0.329  0.590  0.54
Br  2.365  1.597  -1.969  -0.05
H  -3.127  1.394  1.403  -0.12
F  3.344  -0.776  0.134  -0.22
F  2.152  0.015  1.765  -0.20

Calculated values
largest force on an atom	0.0054	Eh/bohr
structure (SMILES)	FC(F)(Br)[C@@](F)(Br)CC[SiH2]O[SiH3]
gap between HOMO and LUMO	11.007	eV

***

# 5
DFT (ωB97M-V/def2-TZVPD) results for C4H9BrN as an isolated structure in a non-equilibrium geometry.

Last column: Mulliken charge in e.
Element x y z (Å)
H  -0.033  -1.062  1.190  0.32
H  0.816  1.087  -2.038  0.35
H  -0.470  1.096  2.570  0.40
H  -1.647  -0.299  1.395  0.36
N  0.111  0.990  1.658  -0.39
H  0.153  -2.030  -1.314  0.26
C  0.067  -1.070  -1.907  -0.48
C  0.656  0.197  -1.394  -0.36
Br  -1.939  1.443  -1.080  -0.05
H  1.146  0.876  2.055  0.40
H  0.096  1.882  1.128  0.36
H  1.580  0.003  -0.902  0.26
C  -0.564  -0.217  0.965  -0.60
C  -0.638  0.067  -0.550  -0.12
H  -0.605  -1.074  -2.772  0.30

Calculated values
relative energy (zero: lowest compared OMol25 entry of this formula, charge and spin)	28.79	kcal/mol
largest force on an atom	0.0881	Eh/bohr
charge	+1
gap between HOMO and LUMO	8.882	eV

***

# 6
DFT (ωB97M-V/def2-TZVPD) results for an isolated ion of composition C4H9BrN and charge +1 in a non-equilibrium geometry.

Last column: Mulliken charge in e.
Element x y z (Å)
C  -0.981  -1.627  -0.515  -0.35
Br  -0.291  0.774  -2.339  -0.04
C  0.776  1.728  0.667  -0.87
H  -1.731  -1.934  0.311  0.27
H  -1.249  1.272  0.444  0.40
H  -1.240  -1.830  -1.575  0.25
C  -0.233  -0.279  -0.663  0.02
H  1.730  1.200  0.794  0.32
H  1.258  -2.102  -0.970  0.25
H  0.798  -1.690  0.668  0.28
C  0.531  -1.540  -0.302  -0.46
H  -0.274  0.278  1.425  0.41
H  0.836  2.586  -0.023  0.36
H  0.410  2.360  1.551  0.37
N  -0.340  0.804  0.528  -0.22

Calculated values
relative energy (zero: lowest compared OMol25 entry of this formula, charge and spin)	15.08	kcal/mol
largest force on an atom	0.0717	Eh/bohr
charge	+1
structure (SMILES)	C[NH2+]C1(Br)CC1
gap between HOMO and LUMO	11.196	eV